Record 1
{"formula": "C10H14Si", "method": "wB97M-V/def2-TZVPD", "species": ["C", "C", "C", "C", "C", "C", "C", "C", "C", "C", "Si", "H", "H", "H", "H", "H", "H", "H", "H", "H", "H", "H", "H", "H", "H"], "positions_angstrom": [[0.11, 1.06, 3.42], [1.16, 0.56, 2.64], [-1.08, 1.41, 2.84], [0.89, 0.22, 1.36], [-1.30, 1.18, 1.47], [-0.33, 0.52, 0.70], [2.16, 0.24, -1.81], [1.04, -0.49, -2.01], [0.95, -1.89, -2.44], [-2.25, -0.94, -1.20], [-0.58, 0.06, -1.07], [0.32, 1.26, 4.49], [2.06, 0.12, 3.08], [-1.90, 1.87, 3.36], [1.74, -0.12, 0.82], [-2.23, 1.64, 1.17], [1.92, 1.30, -1.67], [3.12, -0.20, -1.98], [0.56, -1.88, -3.45], [0.17, -2.44, -1.89], [1.89, -2.38, -2.45], [-2.75, -0.64, -0.36], [-2.87, -0.59, -2.09], [-2.34, -2.05, -1.04], [-0.46, 2.17, -1.88]], "homo_ev": [-5.372, -9.301], "gap_ev": [6.22, 7.29], "multiplicity": 3, "s2": 2.01, "lumo_energy_ha": [0.03130, -0.07404], "relative_energy_kcal_mol": 0.0}

---

Record 2
{"formula": "C10H15BN2O9", "method": "wB97M-V/def2-TZVPD", "species": ["C", "O", "C", "C", "C", "N", "C", "C", "N", "H", "H", "H", "H", "H", "H", "H", "H", "H", "H", "H", "H", "H", "H", "H", "B", "O", "C", "O", "C", "O", "O", "O", "C", "O", "C", "O", "O"], "positions_angstrom": [[-3.81, 0.89, 0.42], [-3.47, -0.40, 0.89], [-2.17, -0.79, 0.51], [-1.93, -2.17, 1.11], [-0.73, -2.29, 2.04], [0.52, -1.90, 1.41], [0.55, -2.02, -0.05], [-0.31, -3.13, -0.62], [-1.69, -3.21, 0.03], [-3.04, 1.62, 0.69], [-3.96, 0.90, -0.66], [-4.74, 1.17, 0.92], [-1.42, -0.08, 0.90], [-2.06, -0.79, -0.58], [-2.85, -2.49, 1.61], [-0.91, -1.65, 2.90], [-0.69, -3.32, 2.43], [0.70, -0.93, 1.62], [1.57, -2.22, -0.36], [0.27, -1.07, -0.54], [-0.47, -2.95, -1.68], [0.14, -4.12, -0.50], [-2.42, -3.15, -0.69], [-1.80, -4.12, 0.47], [2.71, 2.96, -0.94], [1.76, 3.55, -1.88], [2.20, 4.75, -2.26], [1.65, 5.49, -3.02], [3.55, 4.99, -1.53], [4.24, 5.96, -1.62], [3.79, 3.92, -0.78], [2.04, 2.64, 0.36], [2.09, 1.36, 0.59], [1.60, 0.78, 1.53], [2.85, 0.69, -0.59], [3.05, -0.49, -0.70], [3.20, 1.64, -1.42]], "homo_ev": -9.044, "gap_ev": 7.82, "lumo_energy_ha": -0.04490}

---

Record 3
{"formula": "C10H15Br2ClGa", "method": "wB97M-V/def2-TZVPD", "species": ["C", "C", "C", "C", "C", "C", "Ga", "Cl", "C", "C", "H", "H", "H", "H", "H", "H", "H", "H", "H", "H", "H", "Br", "C", "C", "Br", "H", "H", "H", "H"], "positions_angstrom": [[-5.48, 0.28, -1.92], [-3.94, -0.12, -1.60], [-3.03, 1.08, -1.14], [-1.55, 0.79, -0.77], [-0.98, -0.68, -0.88], [0.56, -0.84, -0.44], [0.56, -0.61, 1.64], [1.04, 1.58, 2.24], [-1.89, -1.85, -1.36], [-3.40, -1.59, -1.72], [-5.86, 1.01, -1.11], [-5.47, 0.84, -2.92], [-6.11, -0.67, -1.99], [-3.39, 2.16, -1.06], [-0.88, 1.64, -0.42], [1.09, 0.10, -0.88], [1.03, -1.82, -0.79], [1.56, -1.63, 2.36], [-0.94, -0.88, 2.17], [-1.44, -2.90, -1.44], [-4.10, -2.45, -2.04], [5.17, 1.30, -0.42], [4.66, 1.04, 1.44], [5.86, 0.77, 2.31], [6.50, -1.06, 2.09], [3.92, 0.24, 1.47], [4.18, 1.98, 1.74], [5.60, 0.86, 3.37], [6.71, 1.43, 2.09]], "homo_ev": -4.503, "gap_ev": 7.19, "lumo_energy_ha": 0.09890, "charge": -1}

---

Record 4
{"formula": "C10H15CdN2O2", "method": "wB97M-V/def2-TZVPD", "species": ["Cd", "N", "C", "C", "N", "H", "H", "H", "H", "H", "H", "H", "H", "C", "C", "O", "C", "C", "C", "C", "C", "C", "O", "H", "H", "H", "H", "H", "H", "H"], "positions_angstrom": [[-1.42, -0.36, -1.30], [-2.21, -4.21, 0.62], [-2.02, -4.33, 1.96], [-1.12, -3.16, 2.34], [-1.63, -1.85, 1.71], [-2.64, -3.30, 0.44], [-2.85, -5.03, 0.16], [-1.71, -5.30, 2.35], [-3.01, -4.22, 2.68], [-0.12, -3.46, 1.95], [-1.00, -3.11, 3.25], [-1.19, -1.78, 0.84], [-1.11, -1.07, 2.18], [1.91, 1.18, 1.12], [1.02, 1.04, -0.08], [0.25, 0.01, 0.03], [0.99, 2.05, -1.06], [1.90, 3.16, -0.89], [2.07, 4.12, -1.83], [1.27, 4.08, -3.03], [0.37, 3.05, -3.22], [0.27, 1.93, -2.34], [-0.58, 1.00, -2.62], [2.90, 1.56, 0.91], [2.00, 0.26, 1.62], [1.36, 1.79, 1.90], [2.39, 3.22, 0.02], [2.85, 4.90, -1.71], [1.34, 4.76, -3.90], [-0.28, 3.06, -4.10]], "homo_ev": -11.689, "gap_ev": 4.86, "lumo_energy_ha": -0.25103, "charge": 1, "relative_energy_kcal_mol": 0.0}

---

Record 5
{"formula": "C10H15F", "method": "wB97M-V/def2-TZVPD", "species": ["C", "C", "C", "C", "C", "C", "C", "C", "C", "C", "F", "H", "H", "H", "H", "H", "H", "H", "H", "H", "H", "H", "H", "H", "H", "H"], "positions_angstrom": [[-2.26, -2.02, 0.87], [-0.84, -2.38, 0.73], [-2.65, -0.80, 0.59], [0.17, -1.51, 0.66], [-1.91, 0.41, 0.41], [0.13, -0.01, 0.78], [0.61, 0.17, -1.67], [2.46, 0.37, -0.04], [0.81, 2.21, -0.31], [0.96, 0.68, -0.24], [0.24, 0.51, 2.07], [-2.97, -2.83, 1.10], [-0.70, -3.52, 0.85], [-3.72, -0.77, 0.40], [1.08, -1.95, 0.23], [-1.98, 0.86, -0.58], [-1.93, 1.29, 1.15], [1.50, 0.48, -2.33], [-0.21, 0.73, -2.03], [0.37, -0.85, -1.63], [2.95, 0.49, 0.91], [2.76, -0.60, -0.28], [2.95, 1.11, -0.63], [-0.10, 2.49, -0.61], [1.51, 2.61, -1.05], [0.79, 2.82, 0.66]], "homo_ev": -8.645, "gap_ev": 9.41, "lumo_energy_ha": 0.02800, "smiles": "C=C/C=C\\C=C(/F)C(C)(C)C", "relative_energy_kcal_mol": 4.2}

---

Record 6
{"formula": "C10H15F12N3NiO10S4", "method": "wB97M-V/def2-TZVPD", "species": ["Ni", "C", "F", "F", "F", "S", "O", "O", "N", "S", "O", "O", "C", "F", "F", "F", "C", "F", "F", "F", "S", "O", "O", "N", "S", "O", "O", "C", "F", "F", "F", "C", "O", "C", "C", "N", "C", "C", "O", "C", "H", "H", "H", "H", "H", "H", "H", "H", "H", "H", "H", "H", "H", "H", "H"], "positions_angstrom": [[0.01, -0.08, -0.25], [1.86, -3.85, -0.09], [2.92, -4.66, -0.17], [1.06, -4.05, -1.15], [1.22, -4.18, 1.00], [2.37, -1.94, -0.09], [3.77, -1.86, 0.30], [2.01, -1.51, -1.48], [1.19, -1.16, 0.90], [1.78, -1.33, 2.37], [2.54, -2.54, 2.68], [2.45, -0.11, 2.87], [0.16, -1.60, 3.43], [0.42, -1.20, 4.65], [-0.82, -0.82, 3.03], [-0.22, -2.96, 3.37], [-3.83, 1.09, 0.40], [-3.61, 0.47, 1.57], [-3.93, 0.20, -0.59], [-4.95, 1.88, 0.53], [-2.30, 2.32, 0.09], [-2.15, 2.35, -1.35], [-2.67, 3.66, 0.61], [-0.82, 1.47, 0.67], [-0.51, 2.40, 1.97], [-1.63, 2.84, 2.86], [0.62, 1.77, 2.66], [0.25, 4.10, 1.18], [-0.31, 5.10, 1.78], [1.52, 4.25, 1.47], [0.10, 4.15, -0.13], [2.89, 1.60, -0.03], [1.75, 1.07, -0.78], [1.36, 1.85, -1.94], [0.70, 0.85, -2.93], [-0.48, 0.30, -2.26], [-0.84, -1.00, -2.80], [-1.69, -1.83, -1.85], [-1.26, -1.77, -0.48], [-1.99, -2.59, 0.37], [3.49, 0.77, 0.33], [2.66, 2.05, 0.94], [3.57, 2.21, -0.63], [2.23, 2.25, -2.47], [0.68, 2.68, -1.74], [1.45, 0.11, -3.21], [0.40, 1.34, -3.85], [-1.13, 0.96, -2.67], [0.05, -1.61, -2.97], [-1.26, -0.88, -3.79], [-1.78, -2.82, -2.29], [-2.70, -1.42, -1.87], [-2.35, -3.50, -0.11], [-2.84, -1.99, 0.68], [-1.40, -2.78, 1.27]], "homo_ev": [-10.424, -10.429], "gap_ev": [10.43, 9.04], "multiplicity": 3, "s2": 2.00, "lumo_energy_ha": [0.00006, -0.05118], "relative_energy_kcal_mol": 94.7}

---

Record 7
{"formula": "C10H15N5", "method": "wB97M-V/def2-TZVPD", "species": ["C", "C", "N", "H", "H", "H", "C", "C", "N", "H", "H", "H", "C", "C", "N", "H", "H", "H", "C", "C", "N", "H", "H", "H", "C", "C", "N", "H", "H", "H"], "positions_angstrom": [[-1.29, 20.83, 10.16], [-2.74, 20.93, 9.97], [-3.88, 21.02, 9.82], [-1.02, 19.79, 9.96], [-1.12, 21.04, 11.21], [-0.70, 21.41, 9.45], [3.59, 20.39, 12.94], [2.16, 20.24, 12.92], [1.02, 20.13, 12.89], [3.96, 21.40, 12.77], [4.01, 19.79, 12.14], [4.05, 19.97, 13.84], [3.53, 23.11, 15.27], [4.29, 23.93, 16.19], [4.86, 24.58, 16.94], [2.55, 22.90, 15.68], [4.07, 22.25, 14.89], [3.27, 23.80, 14.46], [-0.19, 19.65, 15.69], [-0.70, 19.68, 17.06], [-1.11, 19.68, 18.13], [-0.03, 18.64, 15.33], [0.64, 20.34, 15.59], [-0.90, 20.11, 14.99], [3.61, 17.70, 10.06], [2.50, 18.01, 9.15], [1.64, 18.26, 8.44], [3.68, 16.62, 10.19], [3.44, 18.06, 11.08], [4.52, 18.11, 9.63]], "homo_ev": -11.528, "gap_ev": 11.21, "lumo_energy_ha": -0.01177, "smiles": "CC#N.CC#N.CC#N.CC#N.CC#N", "relative_energy_kcal_mol": 36.4}

---

Record 8
{"formula": "C10H15N5O4", "method": "wB97M-V/def2-TZVPD", "species": ["C", "C", "C", "C", "C", "C", "C", "C", "C", "C", "H", "H", "H", "H", "H", "H", "H", "H", "H", "H", "H", "H", "H", "H", "H", "N", "N", "N", "N", "N", "O", "O", "O", "O"], "positions_angstrom": [[0.89, -0.09, 0.60], [-0.29, -0.75, 1.35], [2.19, -0.68, 1.09], [3.38, -0.39, 0.22], [4.25, -1.17, -0.45], [4.70, 0.94, -0.84], [-1.90, 0.35, -0.22], [-2.43, 1.73, 0.28], [-2.84, -0.33, -1.25], [-4.10, -0.78, -0.56], [1.02, 1.41, 1.89], [1.72, 1.64, 0.48], [0.88, -0.22, -0.52], [2.45, -0.27, 2.09], [2.07, -1.78, 1.24], [4.22, -2.22, -0.52], [5.25, 1.80, -1.17], [5.96, -0.52, -1.67], [-2.23, -1.03, 1.47], [-0.92, 0.53, -0.72], [-3.13, 0.36, -2.12], [-2.33, -1.25, -1.61], [-5.97, -1.48, -0.78], [-5.49, -0.60, -2.14], [-0.68, 2.26, 0.59], [0.77, 1.39, 0.85], [3.60, 0.93, -0.11], [5.16, -0.31, -1.05], [-1.55, -0.53, 0.91], [-5.21, -1.07, -1.32], [-0.12, -1.43, 2.35], [-3.62, 2.01, 0.26], [-4.16, -1.04, 0.66], [-1.55, 2.59, 0.75]], "homo_ev": -9.270, "gap_ev": 9.69, "lumo_energy_ha": 0.01560, "smiles": "NC(=O)C[C@H](NC(=O)[C@@H](N)Cc1c[nH]cn1)C(=O)O", "relative_energy_kcal_mol": 35.4}